{"formula": "C49H53N2", "method": "ωB97M-V/def2-TZVPD", "symbols": ["C", "C", "N", "C", "C", "C", "C", "N", "C", "H", "H", "H", "H", "H", "H", "H", "H", "H", "H", "H", "C", "C", "C", "C", "C", "C", "H", "H", "H", "H", "H", "H", "C", "C", "C", "C", "C", "C", "H", "H", "H", "H", "H", "H", "C", "C", "C", "C", "C", "C", "H", "H", "H", "H", "H", "H", "C", "C", "C", "C", "C", "C", "H", "H", "H", "H", "H", "H", "C", "C", "C", "C", "C", "C", "H", "H", "H", "H", "H", "H", "C", "C", "C", "C", "C", "C", "H", "H", "H", "H", "H", "H", "C", "C", "C", "C", "C", "C", "H", "H", "H", "H", "H", "H"], "positions_angstrom": [[7.944, -3.226, 1.039], [7.075, -2.198, 0.333], [5.881, -1.807, 1.139], [4.659, -2.307, 0.727], [4.446, -3.691, 0.533], [3.203, -4.173, 0.151], [2.160, -3.288, -0.029], [2.375, -1.984, 0.193], [3.564, -1.472, 0.551], [8.267, -2.844, 2.009], [8.828, -3.442, 0.435], [7.418, -4.168, 1.206], [7.658, -1.289, 0.171], [6.761, -2.548, -0.656], [5.821, -0.795, 1.131], [5.273, -4.372, 0.698], [3.045, -5.232, -0.003], [1.167, -3.604, -0.317], [1.598, -1.342, 0.082], [3.608, -0.400, 0.703], [-1.073, -0.033, 0.751], [-0.201, -0.021, 1.831], [-0.393, 0.865, 2.882], [-1.466, 1.743, 2.849], [-2.339, 1.735, 1.769], [-2.143, 0.849, 0.719], [-0.931, -0.728, -0.070], [0.629, -0.718, 1.874], [0.291, 0.872, 3.721], [-1.622, 2.435, 3.666], [-3.178, 2.419, 1.748], [-2.824, 0.845, -0.123], [-4.834, -1.305, -1.671], [-4.909, -2.208, -2.723], [-5.676, -1.907, -3.841], [-6.360, -0.700, -3.910], [-6.285, 0.199, -2.856], [-5.527, -0.105, -1.735], [-4.238, -1.539, -0.797], [-4.372, -3.147, -2.673], [-5.738, -2.612, -4.660], [-6.950, -0.461, -4.785], [-6.813, 1.143, -2.904], [-5.476, 0.599, -0.913], [0.436, -5.358, 2.261], [0.619, -6.606, 2.839], [-0.422, -7.524, 2.836], [-1.639, -7.194, 2.256], [-1.821, -5.944, 1.680], [-0.783, -5.024, 1.685], [1.246, -4.638, 2.279], [1.567, -6.863, 3.293], [-0.285, -8.497, 3.290], [-2.449, -7.910, 2.257], [-2.773, -5.687, 1.235], [-0.934, -4.041, 1.251], [-4.946, 4.283, -2.460], [-5.030, 3.431, -3.552], [-5.776, 3.800, -4.663], [-6.431, 5.025, -4.681], [-6.343, 5.878, -3.588], [-5.602, 5.504, -2.476], [-4.368, 3.993, -1.590], [-4.518, 2.477, -3.530], [-5.848, 3.134, -5.513], [-7.010, 5.315, -5.547], [-6.853, 6.832, -3.603], [-5.536, 6.160, -1.616], [4.250, -3.862, -4.981], [3.888, -3.680, -3.654], [3.415, -2.446, -3.230], [3.300, -1.393, -4.128], [3.660, -1.578, -5.455], [4.136, -2.811, -5.880], [4.617, -4.823, -5.316], [3.974, -4.503, -2.954], [3.139, -2.301, -2.194], [2.929, -0.431, -3.798], [3.569, -0.761, -6.158], [4.417, -2.953, -6.914], [3.785, 0.798, 4.499], [4.808, 0.637, 3.573], [5.738, 1.648, 3.378], [5.648, 2.823, 4.111], [4.627, 2.984, 5.037], [3.696, 1.973, 5.231], [3.063, 0.006, 4.656], [4.879, -0.286, 3.011], [6.540, 1.523, 2.660], [6.375, 3.611, 3.964], [4.560, 3.898, 5.612], [2.903, 2.100, 5.957], [-3.327, 5.882, 1.178], [-3.698, 5.978, 2.511], [-4.099, 7.200, 3.033], [-4.130, 8.325, 2.220], [-3.760, 8.228, 0.886], [-3.357, 7.007, 0.365], [-3.012, 4.929, 0.769], [-3.678, 5.101, 3.146], [-4.387, 7.277, 4.073], [-4.444, 9.277, 2.627], [-3.787, 9.105, 0.251], [-3.066, 6.929, -0.676]], "forces_ev_per_angstrom": [[0.000, 0.024, -0.026], [0.182, -0.277, 0.223], [-0.183, 0.540, -0.942], [-0.021, -0.566, 0.208], [-0.062, 0.290, -0.095], [0.395, 0.158, -0.003], [-0.073, -0.090, 0.102], [-0.079, -0.207, 0.046], [-0.065, 0.051, 0.053], [-0.002, -0.047, -0.063], [-0.059, 0.019, 0.065], [0.020, 0.037, -0.002], [-0.078, -0.040, 0.028], [-0.024, -0.017, 0.087], [0.118, -0.031, 0.331], [-0.092, 0.021, -0.049], [-0.065, 0.072, 0.023], [0.004, 0.143, 0.012], [0.019, 0.031, -0.008], [-0.034, -0.052, -0.029], [0.073, -0.020, 0.003], [0.067, -0.082, -0.036], [-0.002, 0.049, -0.021], [0.005, 0.006, -0.002], [0.012, -0.007, 0.001], [-0.069, 0.039, -0.054], [-0.034, -0.015, -0.008], [-0.027, -0.013, 0.107], [0.001, -0.007, 0.003], [-0.002, 0.006, 0.002], [-0.008, 0.003, 0.001], [-0.001, -0.009, -0.004], [0.044, -0.046, 0.037], [-0.006, 0.031, -0.033], [0.027, 0.016, -0.004], [0.038, -0.034, 0.025], [-0.079, 0.063, -0.010], [0.076, 0.032, 0.021], [-0.020, -0.016, 0.015], [-0.014, -0.011, 0.004], [0.000, -0.002, -0.002], [-0.016, -0.008, 0.005], [-0.024, -0.011, -0.027], [-0.016, -0.003, 0.010], [0.032, 0.046, 0.012], [-0.011, -0.023, -0.043], [0.001, -0.006, -0.009], [0.000, -0.002, 0.003], [-0.005, -0.003, -0.011], [0.034, 0.004, -0.025], [-0.014, 0.020, 0.058], [-0.004, 0.007, 0.019], [-0.001, -0.005, -0.001], [-0.004, -0.003, 0.001], [-0.005, 0.001, 0.002], [-0.018, 0.013, 0.022], [0.032, -0.022, 0.037], [0.046, -0.034, 0.003], [-0.016, 0.027, 0.014], [0.003, -0.004, 0.008], [0.013, -0.031, -0.025], [-0.027, 0.052, 0.054], [0.004, 0.002, 0.005], [-0.009, -0.008, -0.035], [0.009, 0.004, -0.007], [-0.003, 0.001, -0.002], [-0.010, -0.001, 0.002], [-0.011, 0.022, -0.014], [0.000, -0.001, -0.005], [-0.002, -0.002, 0.031], [0.057, 0.003, -0.061], [0.001, 0.002, 0.015], [0.000, -0.004, -0.005], [0.001, 0.000, -0.001], [0.001, -0.003, -0.003], [0.002, -0.001, 0.000], [0.012, 0.014, -0.021], [0.000, 0.002, -0.002], [0.002, 0.003, -0.003], [-0.002, -0.001, -0.005], [-0.019, 0.018, -0.024], [-0.081, 0.025, -0.042], [-0.005, -0.026, -0.038], [-0.003, 0.006, 0.000], [0.001, 0.000, 0.001], [-0.010, 0.000, -0.007], [0.007, -0.016, 0.015], [0.047, -0.063, 0.107], [0.016, 0.001, 0.015], [0.001, 0.002, -0.001], [-0.002, 0.004, 0.000], [0.002, 0.001, 0.010], [-0.006, -0.009, -0.001], [0.004, -0.007, -0.013], [0.000, 0.003, 0.007], [-0.005, -0.004, 0.001], [-0.009, -0.006, 0.008], [0.011, -0.031, -0.042], [0.015, 0.002, -0.005], [-0.002, -0.003, 0.010], [-0.007, 0.000, 0.002], [0.000, 0.003, 0.002], [0.007, 0.004, 0.000], [0.000, 0.007, -0.003]], "e_homo_ha": -0.3895, "total_charge": 1, "mol_weight_g_mol": 669.98, "energy_ha": -2008.22455, "orbital_gap_ha": 0.241, "largest_force_ev_per_a": 1.10, "e_lumo_ev": -4.0}